70
Properties=species:S:1:pos:R:3 method="wB97M-V/def2-TZVPD" charge=+1 spin_multiplicity=1 energy_ev=-62500.955
Ba 0.38751 -1.74175 0.56797
N -1.27285 -0.15018 -1.18900
O -1.35747 0.40882 -2.24949
O -1.66734 -1.36703 -0.96839
O -0.67440 0.50721 -0.26702
C 4.62903 -2.39255 -1.98477
C 4.85993 -1.17549 -1.09280
O 5.11298 -1.67935 0.32927
C 4.20434 -1.60283 1.19876
O 3.00048 -1.27899 1.03616
O 4.67018 -1.94318 2.39949
C 3.86732 -1.94802 3.56541
H 4.70901 -2.11380 -3.01789
H 3.68485 -2.92528 -1.74963
H 5.39916 -3.09169 -1.81010
H 4.04223 -0.44564 -0.93161
H 5.78570 -0.65943 -1.36659
H 3.19124 -2.81351 3.51641
H 3.30633 -1.03121 3.69211
H 4.53655 -1.99912 4.38440
C 0.86567 0.06481 5.51076
C 0.73211 -1.41646 5.76547
O -0.64236 -1.80342 5.33438
C -1.02129 -1.86056 4.06565
O -0.34827 -2.06901 3.05620
O -2.35295 -1.72219 4.00883
C -2.99929 -2.02171 2.74212
H 0.15395 0.68314 6.10193
H 0.79625 0.29889 4.44319
H 1.83952 0.38103 5.84863
H 0.82564 -1.73807 6.78666
H 1.49478 -1.96403 5.19593
H -2.68369 -3.04790 2.34320
H -2.68263 -1.23255 2.01685
H -4.06385 -2.04416 2.90795
C -3.43456 0.24586 -4.66068
N -4.04649 0.68750 -3.35284
O -4.07593 1.87461 -3.04651
O -4.44075 -0.23744 -2.64491
H -2.98147 1.10824 -5.05682
H -4.29803 -0.10654 -5.24769
H -2.73050 -0.52812 -4.43105
C -0.10928 -3.04874 -3.45084
N 0.84415 -3.78330 -2.55717
O 1.67084 -4.57239 -2.98484
O 0.63510 -3.53854 -1.36289
H 0.40267 -2.69667 -4.37401
H -0.57845 -2.23860 -2.89673
H -0.86068 -3.77483 -3.82491
C 2.18044 1.48563 -2.01877
N 1.77347 0.21247 -2.71934
O 1.74299 0.13112 -3.92475
O 1.58483 -0.72135 -1.98165
H 3.07142 1.22108 -1.50559
H 1.36115 1.73592 -1.33999
H 2.38553 2.22671 -2.78020
C -0.81533 5.07537 0.85229
N 0.08325 3.88595 0.74764
O 0.89439 3.85920 -0.10990
O -0.04958 2.93583 1.53591
H -1.02324 5.21700 1.90373
H -1.71651 4.74368 0.29690
H -0.36011 5.96503 0.41725
C -5.38839 4.71172 -1.97656
N -5.26192 4.23701 -0.64407
O -6.18801 3.64380 -0.15176
O -4.26353 4.59832 -0.03302
H -5.29606 5.79941 -1.93932
H -6.35839 4.35770 -2.29210
H -4.68138 4.22258 -2.63523

=====

18
Properties=species:S:1:pos:R:3 method="wB97M-V/def2-TZVPD" charge=+1 spin_multiplicity=1 e_above_lowest_kcal_mol=88.3
C -1.11697 -0.00874 1.64310
C -1.28568 -0.98741 0.44644
C -0.68650 -0.41791 -0.80376
C 0.04027 1.40915 0.31345
C 0.51501 -1.22111 -1.29223
N -0.52910 1.08353 1.58559
N 1.47002 1.35561 0.15902
H -1.77192 -0.41925 2.47536
H -0.74593 -1.74676 0.87502
H -2.32438 -1.21880 0.36123
H -1.21182 0.16014 -1.64416
H -0.37990 2.21327 -0.19673
H 0.07620 -1.94938 -1.98711
H 1.23712 -1.85079 -0.58641
H 1.15190 -0.51597 -1.89025
H 1.87838 1.80227 1.11755
H 1.84528 1.91973 -0.72615
H 1.83802 0.39242 0.15006

=====

51
Properties=species:S:1:pos:R:3 method="wB97M-V/def2-TZVPD" charge=+2 spin_multiplicity=2 e_above_lowest_kcal_mol=0.0
Re 0.17679 0.19976 0.23220
C -1.63199 0.04536 -2.27227
C -2.45695 0.57711 -1.11452
N -1.99262 -0.06243 0.14565
C -2.43932 -1.49740 0.22571
C -1.27964 -2.39084 0.61215
N -0.03910 -1.94528 -0.09889
C 0.01526 -2.38903 -1.52580
C 0.50091 -1.24170 -2.38655
N -0.17207 0.00536 -1.90721
H -1.93506 -0.96533 -2.53554
H -1.77531 0.65218 -3.16534
H -2.32151 1.64977 -1.00873
H -3.52081 0.40026 -1.28597
H -2.39419 0.44302 0.93366
H -3.23696 -1.59443 0.96066
H -2.86929 -1.77465 -0.73604
H -1.07236 -2.30605 1.67538
H -1.48968 -3.43717 0.38588
H 0.73507 -2.35363 0.41736
H 0.66820 -3.25505 -1.62657
H -0.98255 -2.71666 -1.81361
H 1.57465 -1.09807 -2.27638
H 0.28812 -1.40928 -3.44365
H 0.28946 0.79390 -2.35310
O 0.11702 0.38108 4.13573
S 0.74910 0.50500 2.88171
O 2.09581 0.97122 2.78283
O 0.58302 -0.78366 1.98948
O -0.12702 1.34760 1.84663
N 4.04245 1.61242 -0.18331
C 4.49331 0.30265 -0.02278
C 5.77761 -0.20769 0.11181
C 5.87791 -1.57466 0.25699
C 4.73944 -2.39602 0.26290
C 3.46950 -1.87580 0.12488
C 3.35204 -0.49529 -0.01732
N 2.23378 0.33938 -0.17949
C 2.71536 1.57683 -0.25661
C 1.78230 2.68264 -0.35041
C 1.98637 4.01869 -0.27279
S 0.48540 4.82978 -0.27518
C -0.32368 3.36131 -0.38595
N 0.45034 2.29933 -0.43381
H 4.61848 2.43962 -0.18689
H 6.65262 0.42735 0.11020
H 6.85290 -2.02674 0.37255
H 4.86450 -3.46278 0.38643
H 2.61899 -2.54127 0.14548
H 2.91474 4.55920 -0.18182
H -1.40155 3.32840 -0.39433